Record 1
Molecular formula: C51H96BrClFI2NO6P
Method: DFT, ωB97M-V with the def2-TZVPD basis set

As for the relative energy (zero: lowest compared OMol25 entry of this formula, charge and spin): 0.00 kJ/mol. As for the total charge: +1. The calculation puts the HOMO energy at -9.86 eV. The value obtained for the orbital gap is 6.702 eV.

Last column: Mulliken charge in e.
Cartesian coordinates (Å):
C 5.38 -1.39 1.89  -1.140
C 4.48 -1.65 0.95  -0.617
C 3.20 -0.88 0.85  0.027
C 2.62 -0.49 -0.55  1.774
P 3.34 -1.52 -1.98  -1.174
C 5.16 -1.27 -2.21  -0.011
C 5.89 -2.50 -2.78  -1.463
C 3.11 -3.34 -1.75  -0.608
C 2.95 -3.99 -3.15  -1.496
C 3.01 0.96 -0.91  0.790
F 3.19 1.17 -2.25  -0.435
Cl 4.65 1.42 -0.24  -0.098
C 2.17 2.08 -0.30  -1.972
N 0.65 2.05 -0.40  2.380
C 0.43 2.47 -1.84  -1.674
C -0.87 2.35 -2.61  -0.164
O -1.65 1.47 -2.67  -0.296
Br -1.02 3.84 -3.87  -0.072
C 0.12 3.15 0.59  -1.113
I -1.48 4.37 -0.20  0.214
C 1.14 4.12 1.19  0.066
C 0.50 5.02 2.26  -1.482
C 0.24 0.61 0.08  2.254
C 0.61 0.57 1.57  0.777
C -0.19 0.35 2.62  -1.002
C -1.26 0.26 -0.01  -0.174
C -2.35 1.24 0.41  -1.365
O -2.54 1.60 1.53  -0.518
O -3.24 1.63 -0.56  0.058
C -4.51 1.02 -0.46  0.376
C -4.49 -0.48 -0.36  -0.711
O -5.49 1.68 -0.48  -0.447
C 1.03 -0.58 -0.62  -2.668
I 0.48 -0.81 -2.83  0.268
C 0.58 -1.93 0.00  -0.531
C -0.47 -2.82 -0.65  -1.717
O -0.87 -3.70 0.43  -0.323
C -1.40 -4.90 -0.02  0.722
C -2.84 -4.84 -0.43  -0.939
O -0.71 -5.88 -0.03  -0.524
H 5.93 -2.20 2.36  0.306
H 5.59 -0.37 2.22  0.252
H 4.67 -2.47 0.27  0.508
H 2.48 -1.48 1.42  0.526
H 3.34 0.00 1.49  -0.138
H 5.70 -0.91 -1.33  0.384
H 5.25 -0.47 -2.95  0.518
H 6.91 -2.19 -3.00  0.560
H 5.45 -2.74 -3.74  0.280
H 5.87 -3.36 -2.12  0.232
H 3.97 -3.80 -1.27  0.772
H 2.24 -3.63 -1.16  0.947
H 2.72 -3.24 -3.92  0.387
H 3.83 -4.56 -3.44  0.384
H 2.10 -4.68 -3.15  0.316
H 2.52 3.01 -0.76  0.843
H 2.47 2.11 0.73  -0.271
H 0.76 3.50 -1.91  0.926
H 1.15 1.95 -2.48  1.038
H -0.43 2.68 1.39  0.460
H 1.59 4.76 0.42  0.466
H 1.95 3.61 1.70  0.030
H -0.37 4.56 2.73  0.360
H 0.27 6.02 1.91  0.404
H 1.24 5.15 3.05  0.416
H 1.63 0.82 1.84  -1.513
H -1.01 -0.36 2.60  0.346
H -0.07 0.90 3.54  0.015
H -1.52 -0.12 -1.00  0.991
H -1.45 -0.57 0.66  0.933
H -5.52 -0.83 -0.34  0.374
H -3.97 -0.90 -1.22  0.301
H -4.00 -0.81 0.56  0.279
H 0.19 -1.77 1.01  0.063
H 1.44 -2.56 0.17  1.743
H -0.04 -3.46 -1.43  0.541
H -1.37 -2.30 -1.00  0.019
H -3.46 -4.68 0.46  0.292
H -3.11 -5.78 -0.91  0.355
H -3.00 -4.03 -1.13  0.300
C -8.25 2.27 -3.21  -1.349
C -8.53 1.84 -1.78  -0.143
C -8.66 0.33 -1.61  0.009
C -9.81 -0.32 -2.38  -0.981
C -11.19 0.23 -2.05  -0.419
C -11.60 0.04 -0.59  -1.136
H -9.05 1.99 -3.89  0.350
H -8.13 3.35 -3.28  0.397
H -7.32 1.81 -3.58  0.270
H -9.44 2.34 -1.42  0.347
H -7.72 2.18 -1.14  0.118
H -8.76 0.10 -0.54  0.180
H -7.72 -0.14 -1.93  0.133
H -9.80 -1.40 -2.17  0.385
H -9.63 -0.22 -3.45  0.360
H -11.92 -0.26 -2.69  0.382
H -11.24 1.30 -2.30  0.238
H -11.60 -1.03 -0.33  0.290
H -12.60 0.42 -0.41  0.397
H -10.92 0.55 0.09  0.232
C 6.65 -3.53 -7.46  -1.229
C 7.62 -3.90 -6.34  -0.401
C 8.56 -2.76 -5.94  -0.457
C 9.50 -2.28 -7.05  -0.861
C 10.40 -3.36 -7.64  -0.403
C 11.36 -3.98 -6.61  -1.178
H 7.18 -3.28 -8.38  0.309
H 5.99 -4.36 -7.68  0.390
H 6.04 -2.68 -7.17  0.273
H 8.20 -4.78 -6.62  0.342
H 7.04 -4.19 -5.45  0.285
H 9.15 -3.07 -5.08  0.365
H 7.96 -1.90 -5.61  0.287
H 10.12 -1.47 -6.65  0.379
H 8.91 -1.83 -7.86  0.352
H 10.99 -2.92 -8.45  0.372
H 9.80 -4.15 -8.09  0.236
H 12.00 -3.21 -6.18  0.294
H 12.00 -4.72 -7.08  0.378
H 10.82 -4.47 -5.80  0.273
C -5.54 2.09 2.83  -0.468
C -5.78 1.60 4.25  -0.620
C -5.91 0.08 4.33  -0.665
C -7.08 -0.51 3.54  -0.088
C -8.46 0.04 3.93  -0.398
C -8.84 -0.25 5.37  -1.345
H -6.38 1.85 2.18  0.150
H -5.42 3.18 2.81  0.415
H -4.65 1.66 2.38  -0.149
H -6.67 2.08 4.66  0.331
H -4.95 1.91 4.89  0.372
H -5.99 -0.22 5.38  0.359
H -4.98 -0.38 3.96  0.267
H -7.09 -1.60 3.68  0.466
H -6.92 -0.34 2.47  -0.233
H -9.20 -0.41 3.26  0.392
H -8.50 1.12 3.74  0.256
H -8.85 -1.32 5.57  0.314
H -9.84 0.13 5.59  0.402
H -8.15 0.22 6.08  0.286
C 6.09 4.45 6.78  -1.246
C 4.65 4.72 6.37  -0.286
C 3.64 3.81 7.07  -0.704
C 3.80 2.32 6.78  -0.956
C 3.72 1.95 5.30  -0.465
C 2.38 2.29 4.66  0.204
H 6.40 3.43 6.51  0.287
H 6.77 5.14 6.28  0.385
H 6.22 4.57 7.85  0.304
H 4.55 4.63 5.29  0.193
H 4.40 5.76 6.61  0.383
H 2.62 4.13 6.81  0.283
H 3.72 3.96 8.15  0.429
H 3.02 1.77 7.32  0.371
H 4.75 1.97 7.18  0.360
H 3.90 0.87 5.20  0.383
H 4.53 2.44 4.75  0.282
H 1.56 1.77 5.17  0.379
H 2.37 1.98 3.61  -0.659
H 2.18 3.36 4.69  0.039

Record 2
Molecular formula: C51H99N9O10
Method: DFT, ωB97M-V with the def2-TZVPD basis set

As for the total charge: 0. Its structure (SMILES) is CCCCCCCCCCCCCc1cc2c(cc1CCCCCC)C(=O)NC2=O.CNC(C)=O.CNC(C)=O.CNC(C)=O.CNC(C)=O.CNC(C)=O.CNC(C)=O.CNC(C)=O.CNC(C)=O. The calculation puts the HOMO energy at -8.51 eV. The value obtained for the orbital gap is 7.609 eV.

Last column: Mulliken charge in e.
Cartesian coordinates (Å):
C 2.01 1.36 4.76  -1.012
C 1.78 2.92 4.32  0.072
C 3.15 3.74 3.94  -0.218
C 4.15 2.95 2.90  -0.142
C 4.09 3.47 1.35  -0.523
C 2.60 3.39 0.65  0.303
C 2.46 4.45 -0.64  -0.244
C 2.34 6.02 -0.18  -0.624
C 0.79 6.62 -0.23  -0.458
C 0.23 6.54 1.31  0.590
C -1.22 7.27 1.56  -0.714
C -2.53 6.29 1.38  -0.753
C -2.39 4.82 2.10  -0.350
C -2.51 3.70 0.86  0.145
C -1.31 3.45 -0.24  0.299
C -1.45 2.39 -1.48  -0.153
C -2.82 1.51 -1.68  0.007
C -4.01 1.70 -0.57  -0.639
C -3.88 2.78 0.70  0.504
C -5.15 2.87 1.73  -0.979
C -5.05 1.87 3.03  -0.613
C -3.77 0.85 3.03  -0.407
C -3.94 -0.46 2.06  -0.018
C -3.52 -1.89 2.78  -0.476
C -1.97 -2.31 2.37  -0.385
C -2.68 0.57 -3.01  0.343
O -3.47 -0.37 -3.54  -0.580
N -1.34 1.06 -3.57  -0.286
C -0.46 1.98 -2.72  0.272
O 0.79 2.34 -3.04  -0.547
H 2.67 1.23 5.74  0.251
H 2.44 0.69 3.88  0.244
H 0.94 0.90 5.01  0.325
H 1.31 3.47 5.26  0.312
H 0.98 2.99 3.47  -0.201
H 3.72 4.07 4.92  0.402
H 2.82 4.74 3.38  -0.065
H 5.26 3.19 3.28  -0.353
H 4.06 1.78 2.91  0.389
H 4.80 2.74 0.72  0.266
H 4.50 4.55 1.23  0.160
H 2.49 2.28 0.23  0.324
H 1.70 3.51 1.42  -0.508
H 3.50 4.34 -1.21  0.377
H 1.55 4.16 -1.33  -0.019
H 3.04 6.76 -0.76  0.348
H 2.67 6.06 0.97  0.101
H 0.12 6.04 -1.02  0.338
H 0.87 7.72 -0.61  0.417
H 0.30 5.43 1.67  -0.576
H 1.02 7.14 1.98  0.201
H -1.32 8.12 0.73  0.275
H -1.24 7.82 2.60  0.191
H -3.44 6.84 1.90  0.310
H -2.86 6.12 0.26  0.356
H -1.44 4.67 2.76  0.223
H -3.33 4.68 2.83  0.243
H -0.31 4.05 -0.15  0.149
H -4.99 1.06 -0.67  0.214
H -5.30 4.01 2.05  0.314
H -6.13 2.59 1.13  0.365
H -6.04 1.26 3.18  0.322
H -4.91 2.58 3.98  0.221
H -3.68 0.43 4.14  0.517
H -2.73 1.39 2.83  -0.045
H -3.17 -0.33 1.15  -0.068
H -5.05 -0.56 1.62  0.278
H -4.21 -2.75 2.31  0.228
H -3.67 -1.85 3.96  0.232
H -1.71 -2.02 1.25  0.217
H -1.16 -1.80 3.05  0.177
H -1.84 -3.48 2.44  -0.151
H -0.75 0.20 -3.62  0.179
C 2.66 -0.42 -4.26  -0.943
C 1.80 -1.63 -4.01  0.791
O 0.76 -1.56 -3.36  -0.693
N 2.20 -2.82 -4.52  -0.123
C 3.38 -3.11 -5.30  -0.687
H 2.21 0.46 -3.79  0.003
H 3.65 -0.57 -3.83  0.370
H 2.74 -0.23 -5.34  0.352
H 1.57 -3.59 -4.31  0.238
H 3.06 -3.53 -6.26  0.116
H 3.97 -3.86 -4.76  0.265
H 4.00 -2.22 -5.47  0.304
C 4.48 -6.11 -9.55  -1.376
C 4.12 -4.78 -8.95  0.932
O 4.91 -4.13 -8.27  -0.669
N 2.87 -4.29 -9.19  -0.112
C 1.80 -4.89 -9.95  -0.841
H 5.51 -6.37 -9.27  0.295
H 3.82 -6.89 -9.16  0.384
H 4.42 -6.07 -10.64  0.324
H 2.70 -3.39 -8.76  0.228
H 1.54 -4.20 -10.76  0.210
H 0.94 -5.02 -9.29  0.332
H 2.08 -5.86 -10.38  0.318
C 3.00 11.09 2.13  -1.453
C 1.74 10.31 1.87  0.941
O 1.46 9.86 0.75  -0.615
N 0.89 10.10 2.91  -0.047
C 1.02 10.53 4.28  -0.941
H 3.57 11.17 1.20  0.313
H 2.75 12.09 2.47  0.378
H 3.61 10.57 2.87  0.368
H 0.06 9.56 2.65  0.146
H 1.01 9.64 4.92  0.287
H 0.16 11.16 4.52  0.309
H 1.94 11.10 4.45  0.356
C -1.54 -7.57 4.03  -1.210
C -1.77 -6.32 3.22  0.870
O -2.05 -5.25 3.75  -0.647
N -1.66 -6.40 1.87  -0.098
C -1.34 -7.55 1.06  -0.874
H -1.66 -7.34 5.09  0.286
H -2.27 -8.33 3.75  0.219
H -0.52 -7.93 3.87  0.356
H -1.83 -5.52 1.40  0.196
H -0.43 -7.33 0.49  0.295
H -2.17 -7.73 0.37  0.282
H -1.17 -8.45 1.66  0.343
C -6.59 -9.25 3.17  -1.006
C -5.21 -9.85 3.28  0.687
O -4.42 -9.82 2.34  -0.701
N -4.85 -10.43 4.45  -0.137
C -5.62 -10.56 5.66  -0.641
H -6.73 -8.83 2.18  0.374
H -7.34 -10.03 3.33  0.353
H -6.71 -8.45 3.91  0.116
H -3.91 -10.80 4.44  0.246
H -5.08 -10.07 6.47  0.251
H -5.71 -11.63 5.89  0.276
H -6.62 -10.13 5.57  0.200
C -10.01 -7.70 5.19  -1.377
C -8.79 -7.52 6.05  0.772
O -7.99 -8.44 6.23  -0.625
N -8.57 -6.31 6.63  -0.165
C -9.39 -5.12 6.54  -0.830
H -10.04 -8.72 4.80  0.276
H -10.91 -7.53 5.79  0.441
H -9.98 -7.00 4.35  0.376
H -7.73 -6.28 7.19  0.238
H -8.77 -4.32 6.13  0.279
H -9.69 -4.84 7.55  0.285
H -10.27 -5.26 5.92  0.319
C 5.68 -2.32 -11.95  -1.375
C 5.07 -3.61 -12.43  0.825
O 5.55 -4.70 -12.12  -0.678
N 3.97 -3.55 -13.22  -0.139
C 3.26 -2.38 -13.68  -0.848
H 6.55 -2.53 -11.33  0.299
H 6.00 -1.72 -12.81  0.435
H 4.95 -1.77 -11.35  0.351
H 3.62 -4.47 -13.49  0.241
H 2.23 -2.45 -13.33  0.268
H 3.27 -2.40 -14.78  0.294
H 3.71 -1.46 -13.33  0.329
C 8.41 4.17 3.38  -1.382
C 7.43 5.30 3.24  0.814
O 6.27 5.21 3.64  -0.608
N 7.86 6.45 2.64  -0.150
C 9.16 6.75 2.11  -0.852
H 7.92 3.32 3.88  0.302
H 8.75 3.84 2.39  0.353
H 9.26 4.48 3.99  0.410
H 7.14 7.16 2.59  0.235
H 9.55 7.62 2.63  0.288
H 9.05 6.99 1.05  0.287
H 9.86 5.92 2.22  0.321

Number 1: E_LUMO -3.15 eV, energy -178980.51565 eV. Number 2: E_LUMO -0.90 eV, energy -88364.68195 eV.